{
  "formula": "C2H3ClF2O",
  "method": "wB97M-V/def2-TZVPD",
  "multiplicity": 1,
  "gap_ev": 10.47,
  "lumo_energy_ev": 0.15,
  "de_lowest_ev": 2.262,
  "max_force_ev_per_a": 4.6,
  "e_homo_ha": -0.379,
  "species": ["C", "C", "O", "F", "F", "Cl", "H", "H", "H"],
  "positions_angstrom": [[0.201, 1.049, -0.627], [-0.049, -1.191, 0.634], [0.546, -0.177, -0.925], [0.802, -0.939, 1.551], [0.079, -2.439, 0.113], [-1.601, 1.289, -0.550], [0.539, 1.362, 0.393], [0.523, 1.822, -1.502], [-1.040, -0.775, 0.913]]
}


{
  "formula": "C5H9ISi",
  "method": "wB97M-V/def2-TZVPD",
  "multiplicity": 3,
  "s_squared": 2.02,
  "gap_ev": [6.83, 9.38],
  "lumo_energy_ev": [0.36, -0.50],
  "de_lowest_ev": 0.000,
  "max_force_ev_per_a": 3.0,
  "e_homo_ha": [-0.238, -0.363],
  "species": ["C", "C", "C", "C", "C", "Si", "I", "H", "H", "H", "H", "H", "H", "H", "H", "H"],
  "positions_angstrom": [[3.173, 2.311, -0.514], [-0.295, -1.747, 0.803], [2.244, 1.646, 0.228], [-0.295, -0.476, 0.267], [-3.810, -1.210, -0.272], [1.366, 0.101, -0.361], [-3.943, 0.835, -0.034], [3.715, 3.186, -0.058], [3.533, 1.763, -1.336], [-1.222, -2.277, 1.188], [0.619, -2.338, 0.724], [1.718, 2.068, 1.063], [-1.323, -0.018, 0.255], [-4.711, -1.833, -0.208], [-2.821, -1.641, -0.170], [2.054, -0.371, -1.574]]
}


{
  "formula": "C6H11ClS",
  "method": "wB97M-V/def2-TZVPD",
  "multiplicity": 1,
  "gap_ev": 9.42,
  "lumo_energy_ev": 0.84,
  "de_lowest_ev": 2.348,
  "max_force_ev_per_a": 4.8,
  "e_homo_ha": -0.315,
  "species": ["C", "C", "C", "C", "C", "C", "S", "Cl", "H", "H", "H", "H", "H", "H", "H", "H", "H", "H", "H"],
  "positions_angstrom": [[-2.336, -0.439, 0.206], [-1.847, 0.838, -0.505], [-0.870, -0.347, -0.224], [1.162, 1.575, 0.217], [2.048, -1.731, -0.467], [0.168, 0.076, 0.726], [1.392, -1.187, 1.139], [-0.471, 0.557, 2.434], [-2.644, -0.488, 1.312], [-3.049, -1.038, -0.424], [-1.917, 1.066, -1.569], [-1.615, 1.786, 0.024], [-0.463, -0.958, -1.016], [1.640, 1.827, 1.145], [0.462, 2.423, 0.130], [1.767, 1.393, -0.624], [2.847, -2.353, -0.325], [2.359, -0.835, -0.912], [1.368, -2.163, -1.267]]
}